No. 1
# C44H59N4O4P2PbS3

A structure of composition C44H59N4O4P2PbS3 in a non-equilibrium geometry (wB97M-V/def2-TZVPD, the Open Molecules 2025 dataset).

The geometry in XYZ format:
```
117
Properties=species:S:1:pos:R:3:forces:R:3:mulliken_charge:R:1
H 1.97717 1.08216 3.76285 0.527 -0.267 -0.491 0.33
C 2.10139 0.03978 -1.92146 3.292 1.182 -3.332 0.15
H -0.14170 1.66517 2.56834 0.483 0.097 -0.713 0.09
H 4.87884 -0.99440 -1.56032 -0.211 0.202 -0.935 0.74
C -1.94063 3.66816 0.83857 0.769 -3.018 -1.369 0.36
H 0.36433 1.75753 -5.56412 -0.310 -0.006 -1.603 -0.06
H -1.20445 3.36332 3.75980 0.123 -0.051 0.094 0.41
S -1.28659 1.07383 -2.75226 0.847 -0.332 -0.026 -0.46
C -1.16439 -3.15452 3.64339 2.860 -0.253 -1.811 0.69
H -2.07547 -6.54542 3.38645 0.444 1.036 -0.239 0.37
H -1.12406 2.35292 5.23609 -0.071 0.603 0.248 0.56
C -0.24496 1.99491 -6.49575 -1.658 1.449 3.841 -0.81
C 5.34510 -2.81775 3.34616 0.240 -0.331 1.216 -0.64
H -2.38968 2.16820 -6.82449 -0.412 0.215 -0.226 0.39
H -5.83519 -1.69795 2.03686 0.502 0.122 0.103 0.35
H 2.23598 -4.35361 -2.28192 -1.110 -1.601 1.049 0.47
H -5.92604 -1.55741 -0.98143 -0.032 -0.002 0.226 0.33
H -2.35877 7.27948 -2.45159 -0.547 -0.234 -0.237 0.40
N -0.11815 -2.40861 3.26470 0.348 0.700 -1.229 -0.10
O -1.60351 -0.53745 2.36961 1.788 -0.214 1.889 -0.75
C 2.82709 1.33325 -2.27832 -1.511 -4.811 -0.931 -0.01
C 2.66153 0.63675 -4.62412 1.055 0.547 0.233 -1.54
H 1.07411 0.91018 5.26485 0.139 -0.307 0.434 0.29
H 7.07004 -2.00402 -0.89189 -1.395 0.054 0.938 0.31
C 3.89740 -1.39571 0.29990 0.488 -1.061 0.333 0.78
H -1.58758 0.41239 5.51732 -0.430 -0.166 0.245 0.37
C -2.13393 6.22807 -2.26356 -0.689 -0.587 0.108 -0.81
H -2.36410 5.25850 -4.27547 0.325 0.228 0.360 0.22
H -4.93757 2.05806 -0.46676 0.137 0.392 0.478 0.05
C 6.33628 -2.50199 1.05206 -0.249 -1.171 1.683 -0.69
H 2.09920 3.92498 -2.75966 0.518 -0.463 -0.527 0.32
H 0.99016 -4.41168 2.17654 -0.369 -0.647 -0.003 0.16
C 2.18494 -0.57315 -4.22622 -0.635 -1.361 -1.729 -0.18
H -2.33496 2.02704 4.06448 0.713 0.025 -0.522 0.22
H -2.05461 0.94642 -5.57925 0.584 1.051 -0.505 0.31
H 4.38295 -2.87676 5.33120 0.502 -0.101 -0.300 0.40
C 3.11310 1.50790 -3.61230 -0.431 0.310 -1.150 -0.21
C -1.74250 1.95833 -5.98886 0.376 -0.932 0.448 -0.45
H 1.30509 2.45777 4.59776 0.638 2.099 0.447 0.60
C -0.85134 -4.59413 3.32471 -0.724 -2.106 2.948 1.00
H 0.40124 -2.69868 -4.53155 0.338 -0.038 -1.400 0.36
C 4.26254 3.21089 -1.20304 -1.220 -1.636 -1.163 -1.56
H 2.74741 -3.65075 -3.74039 -0.696 0.711 0.967 0.29
H -3.82518 5.05309 -3.34843 0.953 0.979 0.544 0.30
C 6.18439 -1.97878 -0.17682 1.519 -0.346 -2.064 -1.13
C 2.53280 -0.85071 0.30845 -0.038 1.602 -3.299 -0.71
H -0.25831 -4.82825 4.26908 -0.739 -0.423 -0.852 0.14
C -0.22768 1.41661 3.60543 -1.060 -2.074 -0.546 1.39
S -4.44348 2.06566 -3.32496 0.554 -0.252 -0.408 -0.57
C -2.69818 5.15824 -3.23094 -1.501 0.625 -0.984 -0.31
O -3.64424 -0.34055 0.25489 0.159 0.315 0.277 -0.70
C -6.16908 -0.52039 -0.74158 1.018 0.419 -0.684 -1.13
H 5.08301 2.56169 -0.93161 0.348 0.151 0.557 0.39
C 4.33816 -2.59509 4.28177 -1.428 -0.185 -1.196 -1.27
C -1.27553 2.34936 4.15582 -0.539 0.548 1.163 -1.72
H -0.09459 3.04083 -6.74817 0.351 0.152 -0.070 0.31
C -2.43728 -1.47523 4.98835 1.199 -1.015 -0.220 -1.37
H 1.78623 4.30899 -1.15313 -0.487 -0.715 0.295 0.46
C -2.21323 -2.79183 4.38455 -4.062 2.745 0.239 -0.91
S -2.26851 5.22007 1.11638 -0.048 -0.100 0.617 -0.49
H 2.72254 0.84486 -5.70722 0.404 0.047 0.862 0.41
H -6.42985 2.04755 0.36883 0.076 -0.055 0.559 0.38
C 5.27043 -2.45672 1.98785 -0.170 -0.218 0.642 0.74
H -4.88776 2.44555 1.28337 0.120 0.175 0.347 0.31
H 2.11031 -2.22841 4.45123 0.749 0.464 -0.030 0.40
C 1.30771 -2.32260 -2.61021 -0.992 -0.447 1.165 1.64
C 1.88665 -1.08901 1.61558 -0.995 0.538 2.272 -0.91
C 4.94612 -1.47643 -0.62096 -1.045 0.931 1.769 0.18
Pb -1.17735 0.16642 0.00954 -1.104 1.285 -0.845 2.10
C 4.05910 -1.96048 1.60757 -1.260 2.014 -0.442 -0.52
H -5.04911 -0.27760 2.92410 0.032 -0.517 -0.160 0.18
H -2.38298 5.94505 -1.23920 -0.561 0.271 -0.252 -0.12
H -0.11981 1.42300 -7.36012 0.409 -1.289 -1.052 0.48
H -5.81600 0.07599 -1.63103 -0.870 -0.425 0.554 0.21
H 3.28092 -3.04078 -2.19647 0.703 0.218 0.374 0.32
H -7.22443 -0.43072 -0.47554 0.143 0.245 -0.279 0.39
C -5.69870 -0.61464 2.10398 -0.729 0.743 0.344 -1.07
C -0.93632 -0.04398 3.58904 2.212 0.602 -1.003 0.16
P -2.49751 2.45041 -3.45761 -1.559 3.130 -0.411 0.27
C -2.17733 -5.43675 3.23203 0.534 -0.648 2.807 -1.51
H -0.55788 -4.44126 1.35343 0.101 -0.091 -1.155 0.34
C 2.39959 -3.40890 -2.68140 1.231 1.577 -1.831 -1.45
H -0.74767 -2.09788 -3.34920 0.748 -0.320 -0.334 0.27
H 0.04181 -6.05163 1.96236 0.205 1.788 0.264 0.36
C -0.19570 -1.12357 2.79772 -1.381 1.294 0.881 0.77
N 1.89625 -0.24322 -0.62695 -1.425 -0.800 3.381 1.12
H 3.64898 2.39820 -3.92791 -0.208 0.127 0.125 0.32
H 4.06583 4.07181 -0.57988 0.406 0.053 0.259 0.44
O -1.99830 2.97440 -4.96727 0.190 -1.660 0.454 -0.45
H 7.17872 -3.08665 1.41584 0.424 0.560 -0.461 0.37
C 1.86617 -0.93848 -2.94940 0.060 0.781 2.212 0.34
C 0.00838 -4.91694 2.13526 0.076 -0.343 -0.284 -1.20
C 1.17057 1.46478 4.34435 -2.836 -1.581 -0.726 -1.67
H 2.06488 -1.34870 -4.99335 -0.290 0.369 0.133 0.23
N -1.68805 2.53144 0.51662 -0.378 1.773 1.168 -0.86
H -2.95115 -5.14678 4.00665 0.935 -0.320 -1.090 0.37
C 1.88425 3.43437 -1.81850 -1.243 -0.503 0.602 -1.33
C 0.13199 -2.77522 -3.51881 -1.628 0.943 1.989 -1.43
H -0.29404 -3.78297 -3.31955 0.825 0.413 0.075 0.38
N 0.69891 -0.59659 1.83340 1.466 -2.148 -0.370 0.37
H 6.27015 -3.32277 3.59085 0.087 0.128 0.705 0.36
C 3.02322 -2.12861 3.84437 0.741 -0.140 -1.356 0.36
H -3.13933 -3.37617 4.32558 0.806 -0.199 0.676 0.16
H 0.90380 -2.16079 -1.52273 0.701 -0.899 -1.755 -0.81
C -5.36783 1.83974 0.53756 0.106 -0.059 -1.726 -0.92
H 2.58972 2.04153 -0.29497 0.450 0.481 -1.243 -0.09
H 4.43873 3.51593 -2.23153 0.368 0.485 0.024 0.30
H 0.98167 2.78773 -1.98011 0.050 1.454 0.301 0.18
H -3.26451 -1.43026 5.71074 0.645 0.040 -0.046 0.39
C -1.60001 -0.40571 4.81021 -1.328 0.014 0.803 -0.55
P -5.06203 0.09366 0.54574 -0.578 -1.087 0.218 0.96
C 2.92692 -1.73941 2.50419 0.176 -0.961 -0.786 0.63
C 2.91927 2.39917 -1.32811 0.437 2.867 2.636 0.76
H -6.71147 -0.21374 2.36456 0.720 -0.081 -0.506 0.39
H -1.06850 6.19805 -2.19914 1.011 -0.342 -0.564 0.28
O -2.31442 3.91902 -2.72699 1.682 -2.687 0.481 0.08
H -2.54059 -5.28999 2.26555 -0.983 0.259 -1.594 0.42
```
Forces are in eV/Å.

Summary:
Energy relative to the best compared isomer or geometry (same formula, charge and spin) in kJ/mol: 481.2
Gap between HOMO and LUMO (spin up / spin down) in eV: 5.210 / 4.712
E_LUMO (spin up / spin down) in eV: -1.7650 / -2.2620
Multiplicity: 2

No. 2
# C18H24N2O5S

The molecule C18H24N2O5S (wB97M-V/def2-TZVPD, the Open Molecules 2025 dataset).

The geometry in XYZ format:
```
50
Properties=species:S:1:pos:R:3:forces:R:3:mulliken_charge:R:1
H -3.12308 3.93919 -1.02977 -0.047 0.087 -0.061 0.40
C -0.52004 0.20878 -1.98139 0.205 0.119 0.179 0.48
H 1.05623 -2.84197 0.55055 0.025 -0.027 0.028 0.00
H -1.88412 0.33808 4.18105 0.053 -0.059 -0.060 0.34
C 0.39381 -0.80082 -1.32737 -0.318 -0.016 -0.230 -0.94
C -1.91491 2.22714 -1.51930 0.071 -0.165 0.348 0.34
C 2.12328 -0.83522 2.75639 0.429 0.086 -0.131 0.33
H 1.63608 -0.93107 1.78722 -0.096 0.054 0.032 -0.47
H 4.49497 -1.73664 -0.27020 -0.066 0.120 -0.017 0.40
C -2.36714 3.57883 -3.43141 -0.100 0.173 -0.141 -1.02
H 0.02260 -4.02124 -0.27190 -0.044 -0.051 0.001 0.44
H -0.53510 0.32282 3.01833 -0.008 -0.024 -0.011 0.16
C 4.11645 -0.00421 0.96284 -0.225 -0.523 0.213 -0.66
O -1.81597 2.41081 -2.87285 0.149 -0.274 0.113 -0.40
O -3.05596 -2.11904 -2.95886 -0.357 -0.130 -0.077 -0.69
N -1.47875 -0.48810 -2.82424 0.175 0.221 -0.298 -0.11
S 3.92694 -1.00785 2.47322 -0.281 0.065 -0.036 -0.19
H -2.12212 3.54036 -4.49189 -0.051 0.062 0.066 0.26
H 1.95265 0.16634 3.15580 -0.116 -0.031 -0.070 0.50
C -1.62450 0.30353 3.12389 0.067 -0.129 0.068 -0.68
H -1.99125 0.09060 -3.47283 -0.095 -0.156 0.038 0.31
H 5.13620 0.37675 0.98609 -0.007 0.092 -0.057 0.43
H -2.01650 -0.62066 2.68529 0.029 0.013 0.002 0.33
C -2.69209 2.77122 0.68775 0.126 -0.261 0.257 -0.90
O -2.21686 1.44022 2.54927 -0.109 0.223 -0.111 -0.50
C 1.64663 -1.90240 3.72277 0.118 0.111 -0.110 -1.34
H -3.24177 3.41173 1.35834 -0.072 0.087 0.081 0.46
N -1.35950 -2.34909 -1.47433 -0.051 -0.219 0.186 -0.13
H -0.84038 -0.06013 0.72286 0.070 -0.093 0.061 0.19
H -3.45528 3.60617 -3.31359 0.050 0.008 0.013 0.37
O 2.56782 -1.22259 -0.50672 -0.279 -0.141 0.036 -0.26
C -2.06024 -1.64563 -2.46021 -0.017 -0.131 -0.126 0.15
H -1.72606 -3.27200 -1.28654 0.019 0.176 -0.111 0.26
C -1.34690 0.81648 0.35125 -0.046 0.063 0.197 0.43
H 1.51887 -3.44484 -1.02380 0.004 -0.047 0.019 0.26
O 2.11116 0.81100 -1.34362 -0.078 -0.084 0.064 -0.68
H 2.15991 -1.80216 4.67584 -0.011 -0.048 0.144 0.42
C -2.06492 1.64400 1.20801 -0.128 0.185 -0.153 0.13
C -1.26092 1.10285 -1.00028 -0.045 0.287 -0.266 -0.41
H 0.08004 0.86004 -2.62803 -0.120 -0.227 0.149 0.58
H 1.85805 -2.89257 3.32553 -0.030 -0.112 0.003 0.37
C -0.08206 -2.04651 -1.07913 0.390 0.492 -0.001 1.13
C 3.91483 -0.81245 -0.31233 0.552 0.441 -0.103 -0.55
C 0.66546 -3.15514 -0.41384 -0.004 -0.155 0.078 -0.93
C -2.61938 3.06082 -0.66005 0.034 0.015 -0.284 -0.53
H 3.41727 0.82937 1.01086 0.111 0.100 -0.073 0.30
H 4.22946 -0.20508 -1.16919 -0.027 -0.163 0.093 0.36
C 1.74112 -0.30958 -1.06818 0.242 0.042 -0.009 0.61
H 0.57505 -1.81008 3.89083 -0.073 -0.019 0.061 0.28
H -1.92905 4.47996 -2.99215 -0.015 -0.036 0.005 0.38
```
Forces are in eV/Å.

Summary:
Energy relative to the best compared isomer or geometry (same formula, charge and spin) in kJ/mol: 46.0
Gap between HOMO and LUMO in eV: 8.644
E_LUMO in eV: 0.5891

No. 3
# C3H3N3O2

The molecule C3H3N3O2 in a non-equilibrium geometry (wB97M-V/def2-TZVPD, the Open Molecules 2025 dataset).

The geometry in XYZ format:
```
11
Properties=species:S:1:pos:R:3:forces:R:3:mulliken_charge:R:1
H -2.49017 -1.82853 -0.32151 -0.030 2.361 1.290 0.28
H 0.23494 2.56233 0.38220 -0.131 -0.133 -1.003 0.35
C 0.01740 1.58234 -0.06061 -3.880 -1.406 2.294 0.01
O 1.14508 0.83533 -0.29422 0.018 2.496 -0.256 -0.31
H 2.95916 -0.38058 0.35980 -3.242 -2.270 -1.256 0.38
O 2.17353 -1.06586 0.06832 0.712 2.796 1.001 -0.53
C -1.22891 -0.39206 -0.10662 -5.183 1.164 1.376 0.49
N -1.14839 1.00151 0.11783 3.682 2.893 -0.836 -0.36
N -0.11320 -1.13633 -0.06908 1.825 -0.088 -0.109 -0.44
N -2.47695 -0.76566 -0.00503 1.990 -2.982 -2.320 -0.58
C 0.92752 -0.41250 -0.07107 4.240 -4.832 -0.180 0.72
```
Forces are in eV/Å.

Summary:
Energy relative to the best compared isomer or geometry (same formula, charge and spin) in kJ/mol: 316.4
Gap between HOMO and LUMO in eV: 9.546
E_LUMO in eV: 0.0696

No. 4
# C34H37N5OsSTe

A structure of composition C34H37N5OsSTe in a non-equilibrium geometry (wB97M-V/def2-TZVPD, the Open Molecules 2025 dataset).

The geometry in XYZ format:
```
79
Properties=species:S:1:pos:R:3:forces:R:3:mulliken_charge:R:1
H -4.23029 1.46448 2.99344 -0.114 -0.023 0.065 0.52
C 2.04488 -0.89076 1.44961 1.089 -0.451 0.937 0.48
C 0.91092 4.67952 -1.11870 -1.221 0.374 -0.993 -1.58
H 3.01584 3.82282 -0.36596 0.165 -0.235 -0.207 0.32
C 4.25174 -2.56828 1.76947 0.427 0.427 0.214 -0.63
Os -0.48311 -0.40058 0.01814 -0.075 -0.620 -0.431 -0.89
H -0.21510 2.85405 -1.62846 0.083 0.255 0.172 -0.71
S -1.46114 -2.83773 1.19765 0.102 0.064 -0.116 -0.23
C -1.35471 0.64097 1.39850 -0.394 0.655 0.980 0.00
C 4.25486 0.95247 -1.67498 0.283 0.793 0.200 -0.44
H -0.18606 2.72099 3.91103 -0.244 -0.430 0.528 0.46
N 0.90786 -0.12766 1.43450 0.248 -0.206 -0.487 1.53
H 0.29709 2.99567 0.07330 -0.458 -0.009 0.015 -0.01
C -2.26794 -3.16356 2.67533 -0.409 0.173 0.453 0.50
C 4.21913 -1.31381 2.41481 0.048 -0.541 -0.022 -0.65
H 2.49233 -1.73009 -2.04525 0.506 0.485 -0.299 0.05
C 1.78144 0.94978 -1.69138 2.738 2.564 0.747 -1.46
Te -2.91401 2.11790 -1.99993 0.041 0.114 -0.564 0.79
H 3.05941 0.48749 2.78570 0.190 -0.393 -0.299 0.50
H -4.19516 -3.48180 1.79099 0.127 -0.203 0.806 0.37
C -2.14792 -3.36413 5.07902 0.465 -0.012 -0.726 -0.33
H 0.43346 0.30386 -3.85053 0.208 -0.618 0.836 0.63
H -3.12548 -2.44987 -0.89806 -0.377 -0.435 0.486 0.58
H 5.15724 2.65653 -0.71371 -0.070 -0.047 -0.073 0.43
H 5.15091 -1.23557 -3.54227 -0.434 0.052 0.232 0.39
H 5.05911 -1.06921 3.06140 -0.261 0.192 -0.100 0.44
C 1.78923 2.31002 -1.20926 1.141 -1.692 -0.151 1.28
C -1.69913 -1.79592 -3.76632 0.939 1.789 -0.078 -0.68
H 5.22957 0.51106 -1.89180 -0.551 0.090 0.030 0.44
H -0.56289 -3.00573 3.75760 0.077 0.233 0.100 0.19
C 3.24527 -2.93945 0.90193 -0.743 0.120 -0.268 -0.95
H -2.03882 2.88401 -4.48812 -0.307 -0.222 0.381 0.42
C -4.24846 -3.77733 3.98725 0.420 0.136 -0.742 -0.27
H 1.30197 -2.48355 0.12862 0.046 0.085 0.376 0.40
H -5.31028 -4.02580 4.04885 0.367 0.059 -0.014 0.42
C -0.92645 2.07729 3.44472 -0.908 -0.077 0.064 -0.72
H -1.54442 -3.28848 5.98119 0.175 0.035 -0.477 0.40
H 4.48819 -2.66517 -2.79486 -0.018 -0.486 -0.204 0.44
C 3.07354 0.31425 -2.00634 -2.301 0.982 0.556 0.77
C -3.94944 3.95856 -2.02629 0.787 0.702 0.493 -1.03
H 2.73283 -1.05937 -3.64148 0.103 0.248 0.390 0.31
H -3.88571 -3.86318 6.13904 -0.098 -0.125 0.036 0.41
H 3.34019 -3.84433 0.29760 -0.184 0.169 0.388 0.46
C 4.23876 2.18204 -1.04002 -1.207 0.608 0.160 -1.52
C -3.17138 1.42506 2.79255 0.238 -0.452 -0.273 -0.82
C -2.60726 -2.55770 -3.06437 -1.045 -0.380 -0.323 -1.19
C -2.72443 0.83663 1.62527 -0.772 -0.281 -0.611 -0.11
C -3.66444 -3.50544 2.75617 0.617 0.371 0.127 -0.53
H 5.16982 -1.42612 -1.81245 -0.266 -0.014 0.224 0.47
C -2.61833 2.02983 -4.10186 -0.218 -0.209 -0.562 -0.82
C -2.54337 -2.16043 -1.73218 0.808 0.641 -0.352 -0.45
N 0.52377 0.34367 -1.70176 -0.777 -1.523 -1.438 0.54
H -2.67173 2.36713 4.65156 -0.155 0.669 0.301 0.48
H -3.41070 4.75014 -2.57889 -0.054 -0.584 0.208 0.37
C -0.47885 1.20616 2.42634 1.643 -0.157 -0.995 0.64
H -3.60343 1.96777 -4.60584 0.409 0.257 0.415 0.42
N -1.58487 -1.21296 -1.56716 0.036 0.166 0.832 1.05
N 0.80935 0.82086 2.42250 -1.436 -0.187 -0.875 -0.83
H -1.51295 -1.67765 -4.83251 -0.122 -0.587 0.235 0.56
C 4.54928 -1.59539 -2.69020 0.914 -0.415 -0.359 -2.03
C -1.06144 -0.93967 -2.81594 -0.290 -0.879 -1.160 -0.98
C 2.09606 -2.14989 0.80125 0.576 0.429 -0.649 -0.12
H 1.32907 5.15092 -0.24793 0.370 -0.062 0.369 0.43
C 3.15573 -1.02469 -2.61687 -1.074 -1.435 -0.284 0.50
H -0.00950 5.25051 -1.32288 0.026 -0.283 0.235 0.37
H -2.10102 1.09483 -4.31733 0.031 0.124 0.145 0.13
N -1.56271 -3.12058 3.84318 -1.296 -0.532 0.772 -0.05
C 0.05558 -0.09768 -2.88437 -0.481 0.496 1.002 0.50
H 1.52423 4.90261 -1.99437 0.242 -0.261 0.190 0.39
H -3.42489 0.41006 0.88382 0.194 0.339 0.588 0.51
C 0.60130 3.18346 -0.95982 -0.117 -0.135 0.050 1.27
H -3.33276 -3.25509 -3.48770 0.416 0.191 0.244 0.44
H 5.07864 -3.25531 1.94301 -0.061 0.300 -0.083 0.43
H -4.90362 3.79948 -2.48802 -0.582 -0.160 -0.180 0.39
H -4.05284 4.26237 -0.97781 -0.139 -0.057 -0.314 0.36
C -3.46014 -3.70884 5.16168 -0.190 0.298 -0.331 -0.49
C 3.00751 2.84305 -0.84170 1.634 0.059 0.079 -0.64
C -2.27000 2.00496 3.73138 0.647 0.085 -0.601 -0.57
C 3.14106 -0.46445 2.25725 -0.129 -0.407 -0.021 -0.41
```
Forces are in eV/Å.

Summary:
Energy relative to the best compared isomer or geometry (same formula, charge and spin) in kJ/mol: 73.3
Gap between HOMO and LUMO (spin up / spin down) in eV: 5.162 / 3.993
E_LUMO (spin up / spin down) in eV: -6.3878 / -8.8002
Total charge: +2
Multiplicity: 5

| no. | electronic energy (eV) |
| --- | --- |
| 1 | -117064.4855 |
| 2 | -43109.1396 |
| 3 | -11722.6783 |
| 4 | -63885.0191 |